Molecular formula: C4H9NS
Method: DFT, ωB97M-V/def2-TZVPD

Properties
calculated total energy = -610.61320 Ha
E_HOMO = -7.70 eV
ΔE to the lowest compared entry with this formula, charge and spin = 3.823 eV
HOMO-LUMO gap = 0.2731 hartree

Structure (XYZ):
```
15
C4H9NS, DFT ωB97M-V/def2-TZVPD
S 2.474 0.710 -0.497
N 0.359 -0.706 -0.179
C -0.472 1.284 -0.487
C -0.687 1.741 0.890
C -0.413 -1.914 -0.121
C 1.631 -0.724 -0.389
H -1.176 0.876 -1.010
H -0.262 -2.597 -1.152
H 0.382 1.627 -1.058
H -1.168 0.978 1.465
H 2.140 -1.668 -0.256
H -0.156 -2.623 0.624
H -1.415 2.598 0.847
H 0.180 2.094 1.492
H -1.418 -1.677 -0.170
```

Okay, here come the Mulliken numbers, in e, for every atom:
1. S -0.43
2. N -0.17
3. C -0.42
4. C -0.72
5. C -0.99
6. C -0.19
7. H 0.32
8. H 0.29
9. H 0.41
10. H 0.29
11. H 0.34
12. H 0.37
13. H 0.31
14. H 0.25
15. H 0.33

***

Molecular formula: C37H76BN2O21
Method: DFT, ωB97M-V/def2-TZVPD

Properties
calculated total energy = -3169.88564 Ha
E_HOMO (alpha / beta) = -8.33 / -9.10 eV
HOMO-LUMO gap (alpha / beta) = 0.3147 / 0.3430 hartree
multiplicity = 2

Structure (XYZ):
```
137
C37H76BN2O21, DFT ωB97M-V/def2-TZVPD
O 3.210 -9.676 3.033
O -1.903 -4.261 2.307
O 0.376 4.692 5.500
O -1.754 0.049 -2.026
O 1.107 3.096 4.078
O 4.500 4.307 -8.191
O -5.742 7.578 1.192
O -5.309 6.013 2.611
O 2.699 3.740 -9.439
O -3.072 2.152 -4.205
O 3.198 -4.874 3.605
O -3.372 -4.238 4.026
O 1.695 -11.306 2.622
O -4.474 5.831 0.519
O 4.087 -5.099 1.541
O 2.425 -3.746 1.804
O 1.359 5.164 3.518
O 1.368 4.127 -1.989
O 1.043 -9.250 2.558
O 4.735 2.801 -9.719
O -3.148 -2.450 2.838
N 0.932 3.042 -1.440
N -4.116 2.577 -2.033
C 2.094 -10.042 2.769
C 2.940 -12.544 4.314
C -0.106 -3.712 -1.745
C -0.417 3.273 -0.815
C -1.183 -2.591 -1.679
C -5.111 6.418 1.356
C 0.707 2.109 5.030
C -1.303 2.033 -0.838
C 4.172 1.965 -10.731
C 2.708 -12.298 2.838
C 2.045 -1.954 3.416
C -4.730 4.743 2.917
C 2.059 2.134 -3.440
C -6.626 7.483 -1.080
C 3.233 -4.598 2.433
C -5.655 8.145 -0.125
C 2.873 4.530 -6.387
C 1.338 0.567 -1.656
C -2.130 -0.711 -3.157
C -2.729 -3.708 2.987
C -0.159 3.611 0.679
C -1.709 -5.649 5.121
C -1.131 4.511 -1.395
C 3.860 3.628 -9.141
C 5.054 -6.000 2.093
C 1.234 6.567 3.788
C 2.320 7.053 4.723
C -3.009 -5.590 4.347
C -1.600 1.458 -2.255
C 0.900 4.355 4.471
C 0.957 1.871 -2.382
C -1.473 -2.112 -3.102
C 1.449 -3.109 2.639
C 1.318 -7.859 2.741
C 3.694 5.233 -7.447
C -0.374 1.789 -3.145
C -2.449 -1.718 1.830
B -2.981 2.088 -2.832
H 5.002 1.454 -11.210
H -2.059 -3.037 -1.204
H -0.874 -5.305 4.511
H -3.826 -5.973 4.955
H -2.085 -2.849 -3.619
H -0.695 5.437 -1.040
H 2.335 -13.203 2.361
H -1.855 -0.253 -4.106
H 0.241 6.786 4.180
H -1.503 -6.671 5.439
H -4.522 1.867 -1.434
H 2.791 -2.301 4.130
H 0.821 -3.245 -2.089
H -1.426 -1.523 2.153
H -2.963 -6.190 3.438
H 1.727 2.800 -4.230
H 4.573 -6.793 2.663
H 1.324 7.058 2.821
H -6.616 7.991 -2.045
H -0.509 -2.018 -3.613
H 0.042 -4.200 -0.786
H 3.304 6.786 4.334
H 1.909 0.818 -0.757
H 0.486 -0.028 -1.333
H -0.324 2.259 5.342
H -0.754 1.229 -0.334
H 2.179 -7.548 2.153
H -3.878 3.384 -1.470
H 3.636 2.554 -11.472
H -4.840 4.601 3.989
H 0.443 -7.310 2.403
H 0.050 2.681 1.213
H 4.396 5.922 -6.981
H 2.344 5.255 -5.768
H 2.996 2.448 -2.984
H 1.368 2.128 5.895
H 3.506 1.229 -10.283
H -2.966 -0.771 1.706
H -5.904 9.197 -0.006
H 2.139 3.864 -6.841
H -5.263 3.950 2.393
H 3.628 -12.011 2.331
H -6.366 6.437 -1.240
H -3.221 -0.856 -3.151
H 1.487 -7.645 3.796
H 0.679 -2.742 1.963
H 3.515 3.922 -5.747
H 2.000 -12.788 4.811
H 3.064 5.810 -8.124
H -2.145 4.475 -0.978
H 3.639 -13.368 4.457
H 1.263 -1.425 3.963
H -4.630 8.086 -0.491
H -0.570 2.722 -3.676
H -3.995 2.138 -4.491
H 0.983 -3.842 3.296
H 2.220 6.598 5.708
H -1.077 4.011 1.118
H -0.767 -1.811 -1.046
H -2.205 2.191 -0.251
H 0.795 1.146 4.533
H -0.385 -4.420 -2.528
H -1.761 -5.009 6.002
H -7.639 7.514 -0.676
H 0.655 4.323 0.792
H 2.538 -1.255 2.739
H -1.231 4.479 -2.479
H 5.756 -5.456 2.723
H 2.268 8.136 4.837
H 5.586 -6.436 1.253
H -2.448 -2.248 0.881
H -3.674 4.720 2.658
H 3.350 -11.658 4.798
H 2.267 1.168 -3.911
H -0.230 1.043 -3.930
H 1.978 -0.068 -2.265
```

Mulliken population analysis, charges in e, atoms 1 to 99:
1. O -0.56
2. O -0.55
3. O -0.55
4. O 0.13
5. O -0.24
6. O -0.34
7. O -0.37
8. O -0.34
9. O -0.56
10. O -0.74
11. O -0.57
12. O -0.42
13. O -0.40
14. O -0.55
15. O -0.35
16. O -0.36
17. O -0.28
18. O -0.65
19. O -0.38
20. O -0.34
21. O -0.42
22. N 0.70
23. N -0.56
24. C 0.75
25. C -1.09
26. C -1.58
27. C 2.17
28. C 0.63
29. C 0.76
30. C -0.51
31. C -2.52
32. C -0.64
33. C -0.17
34. C -1.19
35. C -0.48
36. C -2.10
37. C -1.07
38. C 0.70
39. C -0.15
40. C -1.02
41. C -1.91
42. C -0.61
43. C 0.75
44. C -2.17
45. C -0.74
46. C -1.36
47. C 0.79
48. C -0.57
49. C -0.24
50. C -1.18
51. C -0.19
52. C 0.83
53. C 0.70
54. C 2.43
55. C -1.15
56. C 0.60
57. C -0.56
58. C -0.40
59. C -2.13
60. C -0.05
61. B 0.75
62. H 0.22
63. H 0.29
64. H -0.04
65. H 0.31
66. H 0.45
67. H 0.42
68. H 0.30
69. H 0.36
70. H 0.34
71. H 0.37
72. H 0.27
73. H 0.35
74. H 0.34
75. H 0.13
76. H 0.28
77. H 0.35
78. H 0.24
79. H 0.34
80. H 0.36
81. H 0.32
82. H 0.34
83. H 0.31
84. H 0.40
85. H -0.07
86. H 0.33
87. H 0.22
88. H 0.20
89. H 0.12
90. H 0.29
91. H 0.23
92. H 0.32
93. H 0.46
94. H 0.31
95. H 0.41
96. H 0.54
97. H 0.33
98. H 0.29
99. H 0.24

***

Molecular formula: CH3NOP2
Method: DFT, ωB97M-V/def2-TZVPD

Properties
calculated total energy = -852.46981 Ha
E_HOMO = -8.95 eV
ΔE to the lowest compared entry with this formula, charge and spin = 1.771 eV
HOMO-LUMO gap = 0.3275 hartree

Structure (XYZ):
```
8
CH3NOP2, DFT ωB97M-V/def2-TZVPD
P 2.182 -1.002 1.660
P -1.691 -0.721 -0.927
O 0.117 1.006 0.217
N 2.287 -0.997 0.201
C -1.114 0.409 0.141
H 0.569 1.610 -0.670
H -0.608 -0.875 -1.679
H -1.742 0.571 1.056
```

Okay, here come the Mulliken numbers, in e, for every atom:
1. P 0.25
2. P -0.09
3. O -0.54
4. N -0.24
5. C -0.03
6. H 0.38
7. H 0.00
8. H 0.27

***

Molecular formula: C7H14N
Method: DFT, ωB97M-V/def2-TZVPD

Properties
calculated total energy = -329.57775 Ha
total charge = +1
E_HOMO = -11.71 eV
ΔE to the lowest compared entry with this formula, charge and spin = 0.810 eV
HOMO-LUMO gap = 0.2980 hartree

Structure (XYZ):
```
22
C7H14N, DFT ωB97M-V/def2-TZVPD
N -0.321 3.103 -1.286
C 0.488 -3.009 3.120
C 0.044 -0.794 0.062
C -0.134 -1.316 1.399
C -0.442 0.375 -0.410
C 0.532 -2.417 1.752
C 0.038 2.100 -2.315
C -0.297 0.635 -1.885
H -0.495 2.216 -3.266
H 0.027 -2.303 3.828
H -0.603 -0.648 2.119
H -1.206 0.378 -2.446
H -0.142 -3.895 3.252
H -0.233 2.695 -0.347
H 0.651 -1.392 -0.619
H 1.085 -3.009 1.033
H 0.338 3.884 -1.325
H 1.076 2.209 -2.622
H -1.061 1.034 0.197
H 1.472 -3.280 3.496
H 0.451 -0.025 -2.327
H -1.269 3.459 -1.411
```

Okay, here come the Mulliken numbers, in e, for every atom:
1. N -0.22
2. C -1.22
3. C -0.44
4. C -0.49
5. C -0.17
6. C 0.06
7. C -0.59
8. C -0.46
9. H 0.29
10. H 0.30
11. H 0.25
12. H 0.33
13. H 0.30
14. H 0.31
15. H 0.20
16. H 0.33
17. H 0.38
18. H 0.34
19. H 0.49
20. H 0.33
21. H 0.32
22. H 0.37